Record 1
20
Properties=species:S:1:pos:R:3:forces:R:3 method="wB97M-V/def2-TZVPD" lumo_ev=0.898 smiles=Cc1c[nH]cn1.CC gap_ev=9.29 charge=0 de_lowest_kj_mol=102.9 max_force_ha_per_bohr=0.0627 total_energy_ev=-9395.7832
C 0.14902 1.49558 -1.05490 1.7 0.4 0.3
C 0.98687 0.28917 -1.37572 -1.1 -1.4 0.4
C 0.91851 -0.72091 -2.33787 -0.5 -0.5 0.8
N 1.74797 -1.71697 -1.87505 2.2 1.9 1.4
C 2.45405 -1.17956 -0.80039 -2.2 -1.0 -0.6
N 1.89516 -0.06167 -0.40363 1.5 -0.1 -0.6
H 0.92542 2.27536 -1.05222 -0.6 0.4 0.1
H -0.32213 1.52241 -0.03998 0.4 -0.5 -1.2
H -0.53635 1.70240 -1.83232 -0.9 0.3 -0.7
H 0.41887 -0.98219 -3.25904 -0.5 0.8 0.2
H 1.88839 -2.67110 -2.10477 -0.1 -0.4 -1.0
H 3.25260 -1.78032 -0.40988 0.1 0.2 0.7
C -1.88182 -0.49501 2.05339 0.7 -1.3 -1.7
C -1.57344 0.98310 2.07861 -0.5 0.4 2.1
H -2.57939 -0.76709 2.83088 -0.2 -0.4 0.0
H -2.19328 -0.89887 1.05414 -0.8 0.9 0.6
H -0.99939 -1.13915 2.04500 0.4 0.3 1.2
H -2.28909 1.51494 1.47560 0.0 0.5 -0.4
H -0.55135 1.24529 1.88074 0.4 0.0 -0.6
H -1.71059 1.38461 3.12741 0.0 -0.5 -0.9

***

Record 2
20
Properties=species:S:1:pos:R:3:forces:R:3 method="wB97M-V/def2-TZVPD" lumo_ev=0.365 gap_ev=9.35 charge=0 de_lowest_kj_mol=236.6 max_force_ha_per_bohr=0.0598 total_energy_ev=-9394.3978
C -0.93778 -1.00503 -0.57006 -0.7 2.3 1.3
C -0.94037 0.84160 -0.02153 -0.5 -1.8 -0.6
C -0.83936 -1.83349 0.69320 0.0 0.0 -0.3
C 0.43817 1.22722 -0.05209 1.0 -0.7 -1.2
N 0.04695 -1.22536 -1.51408 1.7 2.0 -1.6
C 1.26724 1.09278 1.16822 0.2 -0.1 0.0
C 1.10039 1.32404 -1.25990 -0.4 1.7 1.5
N 0.90965 0.99339 2.37758 -0.1 -0.2 0.1
H -1.93083 -1.00917 -1.01755 0.0 -0.1 0.1
H 0.93223 -1.46628 -1.07160 -0.2 -0.3 0.1
H 0.38728 -0.24119 -1.97124 -1.1 -2.5 0.9
H -0.10475 0.96611 2.49513 0.0 0.2 -0.2
H -1.44184 0.87804 0.94145 -0.1 0.0 0.0
H -1.54060 1.27817 -0.81594 0.0 0.0 0.1
H 2.34326 1.06786 0.98786 0.1 0.2 -0.1
H -0.90307 -2.89217 0.43946 0.0 -0.1 0.0
H 0.11025 -1.64935 1.19467 0.1 0.0 0.1
H -1.64771 -1.60080 1.38266 0.0 0.0 0.0
H 0.58551 1.73567 -2.11923 -0.2 -0.5 -0.2
H 2.16537 1.51795 -1.26700 0.2 -0.3 0.0

***

Record 3
20
Properties=species:S:1:pos:R:3:forces:R:3 method="wB97M-V/def2-TZVPD" lumo_ev=0.986 gap_ev=9.55 charge=0 de_lowest_kj_mol=722.7 max_force_ha_per_bohr=0.1587 total_energy_ev=-9389.3593
C 2.13296 -0.41637 -0.17936 2.5 0.6 -0.9
C 0.07316 0.36481 0.35947 3.7 -1.4 -0.8
C -0.58383 -0.85805 0.94783 3.0 -1.0 -1.2
C -1.64747 -0.74576 -0.21911 -3.8 -6.7 2.7
C -1.06805 1.15322 0.12690 -0.4 3.4 -1.8
C 0.36485 1.84214 0.29287 -1.0 0.7 -2.1
H 2.77415 0.46120 0.14250 -1.6 -0.2 -0.1
H 2.92356 -0.81894 -0.86793 -1.1 -0.6 0.4
H 1.98459 -1.02675 0.72199 0.3 -0.1 -0.4
H 0.57722 -0.96013 -1.22173 -1.4 -3.0 -1.0
H 0.04388 -1.84893 0.92983 -1.1 1.8 0.0
H -0.90583 -0.69700 1.94914 -0.9 0.0 0.6
H -1.67922 -1.60658 -0.85513 0.5 -0.7 -0.7
H -2.50860 -1.08898 0.46592 -0.2 1.4 -1.4
H -1.06233 0.35350 -1.81682 -2.2 0.4 2.4
H -1.92465 1.03656 0.76367 0.7 1.3 2.1
H 0.65685 2.43326 1.17528 -0.5 0.1 -0.8
H 0.75779 2.10216 -0.89329 -0.7 -0.6 4.1
N 0.86393 -0.12087 -0.87778 1.6 3.1 2.8
N -1.77295 0.44152 -0.94424 2.4 1.5 -3.9

***

Record 4
20
Properties=species:S:1:pos:R:3:forces:R:3 method="wB97M-V/def2-TZVPD" lumo_ev=0.829 smiles=Cc1c[nH]cn1.CC gap_ev=9.64 charge=0 de_lowest_kj_mol=188.0 max_force_ha_per_bohr=0.0705 total_energy_ev=-9394.9013
C -2.58379 -0.49708 -1.19818 0.2 2.4 -1.5
C -1.82042 -0.50427 0.03529 1.8 -1.3 2.0
C -1.77936 0.46970 0.95079 1.9 -0.5 1.6
N -0.78236 0.11741 1.91068 -3.0 1.8 -0.9
C -0.39717 -1.11410 1.60234 3.0 0.2 0.6
N -0.89373 -1.50830 0.43578 -0.2 -0.2 0.5
H -3.21371 0.40247 -1.24040 -0.9 -0.5 1.0
H -3.19195 -1.39898 -1.34992 0.8 0.3 -0.9
H -1.91738 0.08421 -1.94641 -0.4 -2.6 0.0
H -2.38205 1.29925 1.06987 -0.9 1.7 0.2
H -0.54884 0.67774 2.71832 0.0 -0.4 -0.1
H 0.52441 -1.34268 2.35558 -2.3 -1.0 -2.5
C 2.61944 0.20813 0.08382 -1.4 0.7 -0.3
C 2.16335 0.55244 -1.34020 -0.6 -0.3 -1.7
H 2.18735 1.09587 0.59945 0.8 -0.9 0.6
H 2.23371 -0.73745 0.55092 0.3 0.9 -0.8
H 3.67847 0.20121 0.05800 1.1 0.1 0.7
H 1.19397 0.05631 -1.54744 0.2 0.7 0.0
H 2.78765 0.28485 -2.21896 0.2 -0.6 0.9
H 2.12241 1.65325 -1.52934 -0.5 -0.7 0.6

***

Record 5
20
Properties=species:S:1:pos:R:3:forces:R:3 method="wB97M-V/def2-TZVPD" lumo_ev=0.839 smiles=Cc1c[nH]cn1.CC gap_ev=9.22 charge=0 de_lowest_kj_mol=86.6 max_force_ha_per_bohr=0.0472 total_energy_ev=-9395.9518
C -1.28534 1.67321 2.73404 0.4 -0.7 -0.1
C -0.77552 1.43501 1.34514 0.5 -0.8 -0.7
C 0.55568 1.24006 0.98554 -2.0 1.1 0.8
N 0.56149 1.22108 -0.36413 -0.7 0.2 -2.1
C -0.74661 1.25043 -0.80981 0.5 1.1 1.5
N -1.56839 1.35908 0.20473 0.2 0.4 0.6
H -1.07239 2.68078 3.07869 -0.1 0.2 -0.1
H -0.70354 1.00664 3.37257 -0.2 0.0 0.3
H -2.34510 1.45621 2.85602 0.1 0.0 -0.1
H 1.39871 1.15088 1.62099 0.7 0.1 0.1
H 1.28327 1.53050 -0.99471 0.4 -0.5 0.3
H -1.06058 1.41785 -1.82273 0.3 -0.4 -0.3
C 0.73083 -1.46878 -1.30488 -0.5 -1.1 1.8
C 0.71085 -2.91568 -1.84587 0.8 1.4 -0.2
H 1.54162 -0.86869 -1.71057 -0.5 0.3 -0.3
H -0.27668 -1.06059 -1.22952 0.3 0.5 -1.1
H 0.89584 -1.48573 -0.21701 0.5 -0.2 -0.1
H -0.31075 -3.21391 -2.02034 -0.1 -0.3 -0.3
H 1.30539 -2.84466 -2.78034 -0.5 -0.9 0.4
H 1.16122 -3.56368 -1.09782 0.1 -0.3 -0.4

***

Record 6
20
Properties=species:S:1:pos:R:3:forces:R:3 method="wB97M-V/def2-TZVPD" lumo_ev=0.840 smiles=Cc1c[nH]cn1.CC gap_ev=9.48 charge=0 de_lowest_kj_mol=60.3 max_force_ha_per_bohr=0.0425 total_energy_ev=-9396.2250
C 0.24560 -1.76520 1.73692 -0.3 -2.2 0.0
C -0.07207 -0.31811 1.75972 0.3 -0.4 0.2
C -1.12932 0.35863 1.22664 -0.3 1.1 0.0
N -0.88662 1.69442 1.48786 -0.1 0.1 0.4
C 0.24419 1.76934 2.24153 0.7 -1.0 -0.6
N 0.77032 0.56687 2.38057 -0.2 0.4 0.1
H 1.23038 -2.12208 2.05364 0.3 1.1 -0.1
H 0.09629 -2.26441 0.76852 0.0 0.6 -0.1
H -0.36902 -2.39270 2.39717 -0.4 0.5 0.1
H -2.12404 0.22683 0.83449 0.3 -1.0 -0.4
H -1.48034 2.39093 1.06066 0.4 0.3 0.6
H 0.77326 2.61494 2.64466 -0.5 0.5 -0.3
C -0.01026 0.23722 -3.12629 -0.8 -0.1 -0.4
C 0.70617 -0.44618 -1.95217 0.2 0.3 -1.0
H 0.66989 0.74388 -3.80612 0.1 0.1 0.0
H -0.62838 -0.41599 -3.75225 0.4 -0.5 0.1
H -0.78293 0.94301 -2.84164 0.2 0.6 0.5
H 0.86571 -1.49108 -2.21609 -0.1 -0.1 0.4
H 0.17159 -0.31495 -1.01194 0.2 -0.2 -0.1
H 1.70958 -0.01536 -1.88588 -0.2 0.0 0.4